Formula: C20H44ClF5P2W
Source: the Open Molecules 2025 dataset
Level of theory: ωB97M-V/def2-TZVPD

```
73
Properties=species:S:1:pos:R:3:forces:R:3
W 0.18053 -0.88949 1.46636 -2.1190 4.0352 0.3270
P -0.78154 -2.77274 0.49991 -1.4273 -1.7967 -1.1223
C 0.42670 -2.32097 -1.05005 -0.2361 -0.5714 0.5273
C 0.03332 -4.41047 0.99997 -0.7176 0.0891 0.0246
C -2.22641 -3.01376 -0.68868 0.0131 0.2953 0.0767
C 1.68410 -1.52850 -0.65134 0.8642 0.2786 -0.5669
H -0.23570 -1.67166 -1.64620 0.3965 -0.1426 0.1856
C 0.78108 -3.57649 -1.88612 0.3711 0.8274 -0.2724
H 1.49632 -4.21918 -1.35721 -0.2416 0.0691 -0.1690
H 1.27710 -3.22595 -2.80688 -0.0597 -0.2718 0.1285
H -0.10070 -4.15830 -2.18890 0.2942 0.2248 0.2223
H 1.56151 -0.58021 -0.01065 0.4543 -1.3302 -1.0392
H 2.10547 -1.02631 -1.55383 0.1226 -0.5526 0.4464
H 2.43906 -2.17934 -0.15692 -0.3200 0.6239 -0.5036
H -1.94862 -2.58598 -1.66365 0.1790 -0.2555 0.3472
C -3.45336 -2.22397 -0.23304 -0.3246 0.0621 0.0757
C -2.52731 -4.50701 -0.87516 -0.2910 -0.1253 -0.1092
H -1.92775 -4.94818 -1.67670 -0.0174 0.0078 0.1642
H -3.57934 -4.63514 -1.16234 0.1719 0.0279 0.0602
H -2.35983 -5.09225 0.03472 -0.1812 0.2044 -0.2661
H -3.20993 -1.19511 0.05530 0.0076 -0.3687 0.0658
H -3.93052 -2.73596 0.60431 0.0185 0.2351 0.0064
H -4.18401 -2.13823 -1.04949 0.1636 -0.2306 0.0279
C 1.45729 -4.16848 1.48916 0.3959 -0.1631 0.0885
H 0.04922 -5.01216 0.07689 0.0914 0.1294 0.3546
C -0.74292 -5.19999 2.08733 0.2729 -0.0389 -0.0385
H 2.17635 -4.02215 0.67182 -0.2078 0.0681 0.3027
H 1.77942 -5.06097 2.04715 0.0487 0.3094 -0.1132
H 1.53358 -3.31544 2.19226 0.0261 -0.3261 -0.2269
H -0.82464 -4.63120 3.02669 -0.0208 -0.1998 -0.4619
H -0.19163 -6.12953 2.30863 -0.0890 0.2316 -0.1713
H -1.74668 -5.48145 1.75529 0.2280 0.1618 0.2884
Cl 2.16546 -0.39403 2.43929 1.2803 0.1308 1.1602
H 0.35715 0.60229 0.46082 -0.9516 -0.5355 -0.4312
H -0.28564 -0.09516 -0.01854 0.0737 0.2163 0.1835
P 0.85058 2.92584 -0.90110 -0.4881 -3.0257 1.5534
C -0.34271 3.60183 -2.11613 0.6198 0.4018 -0.0313
C 0.58169 3.75041 0.74701 -0.1383 0.8814 -0.5706
C 2.60167 3.02753 -1.45539 -0.5423 0.8165 -0.2609
C -1.55029 2.64713 -2.22136 0.0578 0.2174 -0.0427
H 0.22755 3.58531 -3.05912 -0.2396 -0.0906 0.0428
C -0.72200 5.05531 -1.82515 -0.2982 0.0634 -0.2744
H -1.35957 5.10133 -0.93217 0.1225 0.1546 -0.2366
H -1.27975 5.45561 -2.68471 0.0114 0.0471 0.3229
H 0.15905 5.69646 -1.66417 -0.2904 -0.2419 -0.0506
H -1.23448 1.63625 -2.51905 -0.0607 0.3583 0.0235
H -2.24370 3.04947 -2.97222 0.0030 -0.1948 0.1524
H -2.08274 2.54062 -1.26168 0.2082 0.1447 -0.3387
H 2.54113 2.56701 -2.45793 -0.0104 0.1778 0.2619
C 3.56606 2.16994 -0.61148 0.0364 0.0397 -0.1703
C 3.02585 4.48787 -1.61580 0.6197 -0.0639 -0.1663
H 2.40277 4.99936 -2.36073 0.1958 -0.1009 0.1141
H 4.07277 4.51208 -1.94541 -0.1256 0.3070 -0.0189
H 2.95034 5.04990 -0.67521 0.0347 -0.2047 -0.1255
H 3.05884 1.35190 -0.07685 0.1219 0.3176 -0.1390
H 4.11280 2.78553 0.11495 -0.1790 -0.2180 -0.1313
H 4.30109 1.71548 -1.28979 -0.0489 0.1094 0.2548
C -0.76363 3.32845 1.34169 -0.3136 -0.2237 -0.1323
H 0.54904 4.83438 0.53715 0.1913 -0.1464 0.4671
C 1.66849 3.41321 1.75626 0.2311 0.0245 0.3464
H -1.63341 3.55832 0.70146 0.3652 0.0236 0.3534
H -0.91670 3.74521 2.35249 0.0717 0.1426 -0.4923
H -0.75589 2.24394 1.48481 0.0778 0.4076 -0.1046
H 1.76382 2.33842 1.96042 -0.2013 0.1430 -0.2501
H 1.40940 3.87475 2.72124 0.1652 0.0008 -0.2560
H 2.65371 3.75925 1.44978 0.0141 0.1428 0.0639
F -1.95739 -2.95681 1.91251 0.4651 0.1976 -0.4242
C -1.47669 0.26092 1.72673 0.9022 -2.3162 -1.7690
F -2.39124 0.75693 0.72335 1.9342 -0.3691 2.2260
C -2.07898 0.37269 3.06819 -1.6347 0.9520 0.9088
F -3.18084 -0.41835 3.08164 0.5189 0.4006 0.6420
F -1.28112 0.06331 4.14165 -0.6391 -0.0686 -1.5331
F -2.49268 1.65671 3.28388 -0.0267 -0.5266 0.2135
```
Positions in Å, forces in eV/Å.

The value obtained for the frontier orbital gap (spin up / spin down) is 6.893 / 5.810 eV. As for the HOMO energy (spin up / spin down): -7.604 / -7.596 eV. The spin multiplicity is 3.